Formula: C31H88N6O13
Source: OMol25
Level of theory: ωB97M-V/def2-TZVPD

Each line ends with the Löwdin charge.
Positions of all 138 atoms, in Å:
1 O 4.9337 -5.9472 -2.6046  -0.086
2 O -3.4659 -0.3943 6.4713  -0.097
3 O 10.4325 2.6205 -2.9092  -0.171
4 O -2.9922 -5.4717 -0.7341  -0.054
5 O -1.8792 1.7321 -7.1185  -0.236
6 O -5.4569 -3.8995 -1.2237  -0.057
7 O 2.0239 -9.1212 4.7281  -0.192
8 O 0.6217 -0.2175 0.2072  -0.148
9 O -5.2155 -2.3438 4.4532  -0.091
10 O 2.6508 -5.6433 -4.6329  -0.074
11 O -10.5603 4.2092 2.8369  -0.162
12 O 5.0933 3.7098 4.9316  -0.216
13 O -1.7880 7.3397 -1.9981  -0.186
14 N 1.4138 5.3193 -1.7002  0.028
15 N -8.4805 2.2492 3.7834  0.045
16 N -0.7544 -9.9397 6.9494  0.010
17 N 7.4540 1.9986 -4.8662  0.008
18 N 2.7136 2.4970 5.7755  0.044
19 N -5.1978 3.0780 -7.9453  -0.005
20 C 9.0980 2.7736 -3.2635  -0.207
21 C -4.7039 1.7681 -6.1019  -0.064
22 C -11.8551 4.3419 2.2807  -0.094
23 C -4.1949 -2.6370 5.4541  -0.189
24 C 2.7137 -7.9992 4.3272  -0.146
25 C -3.0479 -1.5400 5.6735  -0.208
26 C -1.6449 0.3142 -7.3024  -0.112
27 C 0.7034 -8.9745 5.2394  -0.150
28 C 5.0766 2.3281 5.2846  -0.211
29 C -9.6728 3.5427 2.0639  -0.291
30 C 0.8648 6.7750 -3.3904  -0.074
31 C 10.9983 3.7749 -2.3282  -0.117
32 C 3.9773 2.0760 6.3212  -0.467
33 C 0.5739 6.5281 -1.8894  -0.416
34 C -1.9701 8.3393 -1.0631  -0.122
35 C 6.3907 4.3250 4.9589  -0.086
36 C -5.0057 -5.0647 -1.8623  -0.247
37 C 4.0400 -5.7878 -4.9122  -0.236
38 C 8.8635 1.9228 -4.5843  -0.428
39 C 1.4133 -0.8020 -0.8734  -0.130
40 C 3.7623 0.6449 6.6286  -0.089
41 C -0.8870 6.3176 -1.6039  -0.223
42 C -7.3244 2.6925 1.6337  -0.054
43 C 9.6058 2.2152 -5.9198  -0.049
44 C -3.4890 -4.9539 -1.9424  -0.281
45 C 0.4236 -10.2001 6.2140  -0.463
46 C 0.1360 -11.4946 5.5102  -0.074
47 C -4.1253 2.8193 -7.0894  -0.435
48 C -8.3479 3.1973 2.6780  -0.443
49 C 5.0671 -5.1930 -3.8454  -0.182
50 C -2.9207 2.3642 -8.0242  -0.097
51 H 0.9890 -0.3754 -1.7823  0.076
52 H 6.9305 3.8128 4.1624  0.084
53 H -5.8326 -1.6188 4.5763  0.077
54 H 4.1520 -5.4561 -5.9445  0.110
55 H -0.9748 -0.0190 -6.5099  0.084
56 H 7.3563 2.7333 -5.5523  0.061
57 H 1.4397 -1.8893 -0.8006  0.071
58 H -5.1697 -5.9652 -1.2704  0.120
59 H 4.5610 0.1097 7.1421  0.082
60 H 2.9749 -7.4063 5.2038  0.079
61 H -6.3897 2.9980 2.1040  0.071
62 H -12.2771 3.5406 1.6741  0.088
63 H -0.0145 -12.3156 6.2112  0.077
64 H -12.5805 4.6849 3.0185  0.091
65 H 1.0657 7.3282 -1.3362  0.135
66 H -0.9872 -10.7795 7.4600  0.073
67 H -11.7241 5.1197 1.5285  0.084
68 H 0.7421 -8.1526 5.9543  0.111
69 H -3.2220 1.6124 -8.7537  0.104
70 H -5.5068 2.2833 -8.4866  0.075
71 H -2.4689 -1.3879 4.7626  0.113
72 H -3.8837 3.7313 -6.5435  0.138
73 H 10.6666 1.9705 -5.8637  0.074
74 H -2.1743 -4.9938 -0.5783  0.087
75 H -2.4997 3.1500 -8.6512  0.113
76 H 9.0067 0.8643 -4.3672  0.125
77 H 6.9554 2.3667 -4.0688  0.059
78 H -4.6828 -2.7927 6.4163  0.108
79 H 9.1049 1.5331 -6.6067  0.074
80 H -3.9449 1.3137 -5.4651  0.067
81 H 4.2647 -6.6327 -2.6681  0.071
82 H 2.1959 -5.3707 -5.4331  0.079
83 H -3.0863 -4.0189 -2.3320  0.120
84 H 0.5736 5.9597 -4.0528  0.078
85 H 6.0460 -5.0080 -4.2878  0.109
86 H 4.7048 -4.2094 -3.5463  0.103
87 H 1.5715 5.3569 -0.7033  0.061
88 H -7.3646 2.9196 0.5684  0.074
89 H 2.7739 3.3588 5.2523  0.068
90 H -7.6813 2.0945 4.3813  0.073
91 H -3.6398 -3.5301 5.1676  0.110
92 H -0.9853 0.2088 -8.1637  0.070
93 H -9.5952 4.0275 1.0907  0.127
94 H -5.9349 3.1493 -7.2584  0.065
95 H -0.0684 -8.8181 4.4858  0.129
96 H -2.2850 7.9962 -0.0776  0.088
97 H -0.6073 -9.2141 7.6364  0.075
98 H 2.4442 -0.4670 -0.7588  0.072
99 H -5.2517 -3.9737 -0.2888  0.088
100 H 9.4017 3.2350 -6.2458  0.073
101 H 6.0546 2.0578 5.6827  0.116
102 H -2.4449 -1.9546 6.4813  0.104
103 H -5.2234 0.9745 -6.6389  0.078
104 H -1.0740 5.8959 -0.6163  0.123
105 H 0.1539 7.5148 -3.7584  0.064
106 H 12.0658 3.6924 -2.1239  0.084
107 H 8.7812 3.7930 -3.4839  0.124
108 H 1.8910 7.1167 -3.5254  0.076
109 H -0.7870 -11.4061 4.9373  0.083
110 H 3.6767 -8.2419 3.8779  0.089
111 H -7.3824 1.6050 1.6795  0.070
112 H -2.6198 9.1462 -1.4021  0.092
113 H -0.9472 8.7146 -1.0312  0.084
114 H -3.0965 -5.5626 -2.7569  0.104
115 H 4.9208 1.7537 4.3713  0.126
116 H 8.4382 2.2837 -2.5474  0.120
117 H -9.2662 2.6308 4.2906  0.066
118 H 0.7792 4.5338 -1.7163  0.062
119 H -5.4263 2.2546 -5.4466  0.074
120 H -2.6894 0.1677 6.4186  0.072
121 H 4.2872 -6.8451 -5.0083  0.106
122 H 10.9153 4.7402 -2.8276  0.085
123 H -5.4110 -5.1907 -2.8663  0.119
124 H 10.5277 3.8735 -1.3499  0.084
125 H 2.9054 0.5885 7.3000  0.083
126 H 4.4084 2.5637 7.1955  0.145
127 H 1.2463 -10.2971 6.9224  0.136
128 H 0.9108 -11.7084 4.7740  0.079
129 H -7.9731 4.1449 3.0649  0.128
130 H -10.0903 2.5874 1.7459  0.129
131 H -0.2561 -0.0562 -0.1466  0.059
132 H 3.5054 0.0878 5.7276  0.081
133 H 2.5446 1.8624 5.0082  0.070
134 H -2.5487 -0.2253 -7.5857  0.080
135 H 6.9042 4.0498 5.8802  0.080
136 H -1.3398 5.4720 -2.1216  0.130
137 H 2.1872 -7.2729 3.7079  0.085
138 H 6.3186 5.4027 4.8127  0.089

Results
Molar mass ... 753.074 g/mol
Kohn-Sham gap ... 9.1474 eV
Largest force on an atom ... 3.6 eV Å⁻¹
Energy relative to the best compared isomer or geometry (same formula, charge and spin) ... 129.2 kcal per mole
LUMO energy ... 0.04 eV
SMILES ... COC[C@H](C)N.COC[C@H](C)N.COC[C@H](C)N.COC[C@H](C)N.COC[C@H](C)N.COC[C@H](C)N.OCCO.OCCO.OCCO.CO